C8H8N2S | ωB97M-V/def2-TZVPD

Each line ends with the natural charge from an NBO analysis.
Atoms and positions in Å:
1 C 0.3532 -1.1741 -2.8808  -0.4435
2 C 0.5802 -0.4481 -0.5450  0.1746
3 C 1.3155 -0.1599 0.5366  -0.2519
4 C 0.7732 0.0145 1.8352  -0.1630
5 C -0.5258 0.3417 1.8477  -0.2780
6 C -1.4615 2.3873 3.0676  0.0444
7 C -1.3528 0.2874 0.6500  -0.1708
8 C -0.7787 -0.1218 -0.4787  -0.2603
9 H 1.2571 -1.1874 -3.5746  0.2037
10 H -0.2848 -2.1306 -2.9284  0.2215
11 H -0.0149 -0.2296 -3.1636  0.1941
12 H 2.0220 -0.8753 -1.8345  0.3630
13 H 2.3999 -0.3320 0.6490  0.2130
14 H 1.2746 0.0578 2.8099  0.2339
15 H -2.4446 0.6025 0.9414  0.2431
16 H -1.2728 -0.0445 -1.4548  0.2239
17 N 1.1574 -1.1881 -1.6286  -0.5699
18 N -1.7064 3.5453 2.8168  -0.3306
19 S -1.2908 0.6546 3.3347  0.3528

Its LUMO energy is 0.56 eV. Its orbital gap is 9.26 eV. For the energy relative to the best compared isomer or geometry (same formula, charge and spin), the calculation gives 343.9 kJ/mol. As for the structure (SMILES): CNc1ccc(SC#N)cc1. For the molar mass, the calculation gives 164.2 Da. Its HOMO energy is -0.3196 Eh.

C8H8N4 | ωB97M-V/def2-TZVPD

Each line ends with the natural charge from an NBO analysis.
Atoms and positions in Å:
1 C 1.0143 0.7631 2.4255  0.2796
2 C 0.7068 2.8743 0.6362  0.2604
3 C 0.2794 1.2145 -1.0082  0.5592
4 C 0.1463 -0.9488 1.0660  -0.3806
5 C -0.2980 -1.6282 -0.2935  -0.2133
6 C -1.0994 -0.3619 -2.3470  -0.0390
7 C 1.0946 0.2938 1.0265  -0.2968
8 C 0.7726 1.5279 0.2168  -0.3961
9 N 0.8305 1.1333 3.5010  -0.2939
10 N 0.7017 3.8847 1.1925  -0.2876
11 N -0.1153 0.6837 -2.0479  -0.4195
12 N -1.3197 -1.0365 -1.0632  -0.6391
13 H -0.7853 -0.5597 1.4064  0.2036
14 H 0.4246 -1.7978 1.5809  0.2310
15 H 0.6787 -1.7392 -0.7957  0.1925
16 H -0.5977 -2.5522 -0.0502  0.1937
17 H -1.9555 -0.0572 -2.8610  0.2230
18 H -0.5870 -1.0799 -2.9596  0.2044
19 H 2.1355 -0.0632 0.8412  0.2476
20 H -2.0272 -0.5508 -0.4666  0.3710

Its LUMO energy is 0.05 eV. Its orbital gap is 9.07 eV. For the energy relative to the best compared isomer or geometry (same formula, charge and spin), the calculation gives 421.6 kJ/mol. As for the structure (SMILES): N#CC1=C=NCNCC[C@@H]1C#N. For the molar mass, the calculation gives 160.2 Da. Its HOMO energy is -0.3314 Eh.

C8H8N4O4 | ωB97M-V/def2-TZVPD

Each line ends with the natural charge from an NBO analysis.
Atoms and positions in Å:
1 C -1.4140 2.6646 2.3775  0.6100
2 C -0.1390 2.2308 2.7363  -0.4220
3 C 0.6626 1.4512 1.9412  0.1059
4 C -0.7672 2.1092 0.1678  0.7648
5 C 2.0272 -2.5827 -1.6284  0.6336
6 C 1.7461 -1.2521 -2.0522  -0.4057
7 C 0.6061 -0.5737 -1.8947  0.0432
8 C -0.3060 -2.5713 -0.9127  0.7792
9 H -2.5837 3.1084 0.6917  0.4627
10 H 0.0139 2.3637 3.8982  0.2539
11 H 1.5743 1.0900 2.3708  0.2350
12 H 0.8474 1.2829 -0.2006  0.4508
13 H 1.1010 -3.9867 -0.4461  0.4407
14 H 2.3838 -0.7066 -2.9354  0.2391
15 H 0.4291 0.4509 -2.2652  0.2528
16 H -1.2014 -0.7157 -0.9982  0.4128
17 N -1.5971 2.6842 0.9817  -0.6132
18 N 0.3993 1.4170 0.6897  -0.5875
19 N 0.9233 -3.1003 -0.9622  -0.6438
20 N -0.3484 -1.1280 -1.0527  -0.6097
21 O -2.3836 2.9235 3.1476  -0.5927
22 O -0.8840 2.2105 -1.0636  -0.6640
23 O 2.9682 -3.2456 -1.8109  -0.5450
24 O -1.2880 -3.2451 -0.5378  -0.6010

Its LUMO energy is 0.04 eV. Its orbital gap is 9.62 eV. For the energy relative to the best compared isomer or geometry (same formula, charge and spin), the calculation gives 319.6 kJ/mol. As for the structure (SMILES): O=c1cc[nH]c(=O)[nH]1.O=c1cc[nH]c(=O)[nH]1. For the molar mass, the calculation gives 224.2 Da. Its HOMO energy is -0.3521 Eh.

C8H8N4O4 | ωB97M-V/def2-TZVPD

Each line ends with the natural charge from an NBO analysis.
Atoms and positions in Å:
1 C 1.8314 -1.1405 -0.2130  0.6836
2 C 2.9633 -2.0734 -0.5876  -0.4258
3 C 2.6425 -3.3083 -1.0196  0.0893
4 C 0.2763 -2.8858 -1.2278  0.7833
5 C -2.7758 3.2232 1.1020  0.6367
6 C -1.5018 3.8599 1.3268  -0.3915
7 C -0.3778 3.0976 1.1080  0.0828
8 C -1.6243 1.1658 0.3298  0.7889
9 H -0.1794 -1.1150 -0.4997  0.4509
10 H 4.0097 -1.8502 -0.4853  0.2462
11 H 3.4062 -4.0128 -1.5434  0.2261
12 H 1.1288 -4.7607 -1.4565  0.4420
13 H -3.6012 1.5847 0.1792  0.4259
14 H -1.4381 4.8601 1.7403  0.2483
15 H 0.6991 3.3879 1.2015  0.2254
16 H 0.3271 1.0821 0.9217  0.4690
17 N 0.6020 -1.6126 -0.7876  -0.6485
18 N 1.4393 -3.7533 -1.2595  -0.6131
19 N -2.7565 1.8630 0.6476  -0.6364
20 N -0.4686 1.7546 0.7264  -0.6374
21 O 1.7595 -0.0610 0.4051  -0.6399
22 O -0.8592 -3.2029 -1.6352  -0.5900
23 O -3.7766 3.8567 1.1276  -0.5673
24 O -1.7258 0.0409 -0.1007  -0.6485

Its LUMO energy is 0.28 eV. Its orbital gap is 9.58 eV. For the energy relative to the best compared isomer or geometry (same formula, charge and spin), the calculation gives 155.8 kJ/mol. As for the structure (SMILES): O=c1cc[nH]c(=O)[nH]1.O=c1cc[nH]c(=O)[nH]1. For the molar mass, the calculation gives 224.2 Da. Its HOMO energy is -0.3416 Eh.

C8H8NO | ωB97M-V/def2-TZVPD

Each line ends with the natural charge from an NBO analysis.
Atoms and positions in Å:
1 C 1.4083 1.1324 0.4454  0.0290
2 C 1.5016 1.2624 1.8803  -0.5943
3 C 0.2047 -0.6145 -2.4426  -0.2787
4 C 1.0981 0.2166 -1.7933  -0.1079
5 C -0.7200 -1.1632 -1.4733  0.1086
6 C 0.6520 0.2398 -0.4046  0.0144
7 C 1.0467 0.5349 2.8873  0.8238
8 C -1.2514 -0.9122 1.1807  -0.4129
9 N -0.2758 -0.7430 -0.3002  -0.3026
10 O 0.6129 0.0433 3.8423  -0.3461
11 H 2.2051 1.7269 -0.1249  0.2658
12 H 2.3043 1.9100 2.2855  0.3155
13 H 0.1722 -0.6867 -3.4554  0.2433
14 H 1.8696 0.8101 -2.1250  0.2334
15 H -1.5764 -1.9324 -1.5795  0.2656
16 H -2.1323 -1.5711 0.8667  0.2478
17 H -0.7037 -1.4315 2.0788  0.2489
18 H -1.6414 0.1766 1.4646  0.2465

Its LUMO energy (alpha / beta) is -5.53 / -5.53 eV. The net charge is +1. Its orbital gap (alpha / beta) is 7.48 / 7.48 eV. For the energy relative to the best compared isomer or geometry (same formula, charge and spin), the calculation gives 113.3 kJ/mol. For the molar mass, the calculation gives 134.2 Da. Its HOMO energy (alpha / beta) is -0.4783 / -0.4783 Eh.

C8H8O | ωB97M-V/def2-TZVPD

Each line ends with the natural charge from an NBO analysis.
Atoms and positions in Å:
1 C -0.5603 0.2084 -1.1441  0.0333
2 C -1.9349 0.0329 -0.5188  -0.1945
3 C -1.7313 -0.1613 0.7923  -0.1802
4 C -0.2163 -0.0616 0.9960  -0.2683
5 C 0.6591 -1.1459 0.2863  0.0393
6 C 1.9422 -0.4499 0.0119  -0.2007
7 C 1.6793 0.8318 -0.1424  -0.1849
8 C 0.1474 0.9843 -0.0423  -0.2706
9 H -0.6474 0.6733 -2.1173  0.2077
10 H -2.8102 -0.0635 -1.1042  0.2119
11 H -2.4189 -0.4164 1.6023  0.2176
12 H 0.0905 0.1162 2.0090  0.2238
13 H 0.6438 -2.1176 0.7655  0.2105
14 H 2.9000 -0.9731 -0.0857  0.2184
15 H 2.3605 1.6701 -0.3412  0.2179
16 H -0.1463 2.0284 0.1122  0.2338
17 O 0.0428 -1.1561 -1.0795  -0.5152

Its LUMO energy is 1.11 eV. Its orbital gap is 10.30 eV. For the energy relative to the best compared isomer or geometry (same formula, charge and spin), the calculation gives 146.4 kJ/mol. As for the structure (SMILES): C1=C[C@@H]2O[C@H]3C=C[C@@H]2[C@@H]13. For the molar mass, the calculation gives 120.2 Da. Its HOMO energy is -0.3378 Eh.

C8H8O | ωB97M-V/def2-TZVPD

Each line ends with the natural charge from an NBO analysis.
Atoms and positions in Å:
1 C -3.9931 0.1871 -0.3898  -0.1336
2 C -2.7368 -0.2672 -0.7528  0.2587
3 C -1.6786 0.8263 0.9524  -0.3742
4 C -2.9918 0.5975 0.4020  -0.0842
5 C -0.8152 0.2564 0.1261  0.3621
6 C 1.4036 -1.2327 0.7507  -0.6208
7 C 1.5369 0.5169 -1.1201  -0.6756
8 C 1.0633 0.1571 0.2448  -0.1490
9 O -1.4643 -0.5843 -0.8451  -0.4110
10 H -1.6051 1.4504 1.8407  0.2602
11 H 0.8317 -2.0777 0.2659  0.2248
12 H 1.1297 -1.2989 1.7056  0.2136
13 H 2.4821 -1.2825 0.5750  0.2184
14 H 2.6228 0.6293 -1.1949  0.2226
15 H 1.3640 1.4269 -1.6554  0.2405
16 H 1.4771 -0.3071 -1.8992  0.2217
17 H 1.3738 1.0026 0.9941  0.2257

Its LUMO energy is 0.61 eV. Its orbital gap is 8.09 eV. For the energy relative to the best compared isomer or geometry (same formula, charge and spin), the calculation gives 703.4 kJ/mol. As for the structure (SMILES): CC(C)c1cc2c(o1)=C=2. For the molar mass, the calculation gives 120.2 Da. Its HOMO energy is -0.2748 Eh.

C8H8O2S2 | ωB97M-V/def2-TZVPD

Each line ends with the natural charge from an NBO analysis.
Atoms and positions in Å:
1 C -0.0284 -2.6973 -0.2405  -0.1746
2 C 0.7170 -2.2598 -1.3202  -0.2156
3 C -0.6449 -1.7451 0.5410  -0.2093
4 C 0.6174 -1.0103 -1.8346  -0.1869
5 C -0.6796 -0.4480 0.1210  -0.0303
6 C -0.0722 -0.0527 -1.0533  -0.1632
7 C -0.0098 1.7450 1.4148  -0.5751
8 C -1.0869 0.6712 1.0830  -0.4392
9 O 0.4619 3.8038 -0.0057  -0.9435
10 O 2.1006 1.9573 -0.3099  -0.9149
11 S -0.4261 1.6220 -1.7222  0.0730
12 S 0.7445 2.3976 -0.2063  1.9543
13 H -0.0809 -3.6777 0.1822  0.2209
14 H 1.3378 -2.8502 -1.8286  0.2118
15 H -1.1250 -2.1002 1.4173  0.2160
16 H 1.1613 -0.5476 -2.7452  0.2412
17 H -0.4286 2.6168 1.8142  0.2486
18 H 0.7955 1.2476 1.9529  0.2380
19 H -1.9847 1.1772 0.7363  0.2285
20 H -1.3688 0.1504 2.0038  0.2204

Its LUMO energy is 0.15 eV. Its orbital gap is 9.75 eV. For the energy relative to the best compared isomer or geometry (same formula, charge and spin), the calculation gives 107.2 kJ/mol. As for the structure (SMILES): O=S1(=O)CCc2ccccc2S1. For the molar mass, the calculation gives 200.3 Da. Its HOMO energy is -0.3525 Eh.